No. 1
Below is a gas-phase ion, C9H20N2P (charge +1), with properties calculated with ωB97M-V/def2-TZVPD.

Last column: Mulliken charge in e.
Atoms and positions in Å:
C  -0.76560  0.91318  -2.33563  -0.781
C  -0.03395  -0.43756  -1.98872  -0.569
C  -1.02859  1.83860  -1.14919  -0.318
C  1.23852  -2.43878  1.92057  -0.765
C  1.32775  -1.09688  2.47374  -0.406
C  -0.87886  -1.44211  -1.18345  -0.616
C  0.81853  -2.43889  0.44707  -0.418
C  0.31271  2.17720  -0.36508  -0.293
C  -0.61861  -0.75281  1.12427  -0.694
N  0.07350  -0.45152  2.27688  -0.081
N  -0.31509  -1.62665  0.20121  0.157
P  0.06630  3.18452  1.20414  -0.166
H  -0.03300  1.47406  -2.99079  0.321
H  -1.63498  0.53965  -2.98570  0.328
H  0.28890  -0.92899  -2.95262  0.367
H  0.80645  -0.07897  -1.32547  0.310
H  -1.52200  2.81623  -1.45378  0.400
H  -1.82146  1.43681  -0.41434  0.138
H  2.17088  -2.97171  2.01702  0.377
H  0.44163  -3.03945  2.49706  0.290
H  1.54884  -1.16824  3.60404  0.330
H  1.99551  -0.33571  2.00455  0.272
H  -1.96712  -1.21632  -1.02243  0.438
H  -0.74618  -2.62218  -1.44150  0.290
H  1.65782  -2.11452  -0.21172  0.324
H  0.56928  -3.52871  0.24163  0.338
H  0.59540  1.14174  -0.00604  -0.335
H  -1.39748  -0.13246  0.99065  0.696
H  -0.39730  0.26704  2.94321  0.382
H  1.02037  2.62557  -0.97155  0.524
H  -0.00631  4.43049  0.45538  0.085
H  1.54718  3.18244  1.34646  0.075

Calculated values
Frontier orbital gap = 9.84 eV
E_LUMO = -0.111 Eh
Charge = +1
Maximum force = 4.59 eV/Å
ΔE to the lowest compared entry with this formula, charge and spin = 120.2 kJ/mol


No. 2
Below is a gas-phase ion, C9H20N3S (charge +1), with properties calculated with ωB97M-V/def2-TZVPD.

Last column: Mulliken charge in e.
Atoms and positions in Å:
C  3.55297  2.44310  -0.39806  -1.221
H  3.16899  2.26470  -1.39952  0.322
H  4.57668  2.08225  -0.35003  0.377
H  3.56182  3.51356  -0.21590  0.364
C  2.68940  1.74962  0.65038  -0.218
N  2.68651  0.31435  0.42728  -0.039
C  1.71844  -0.54807  0.11314  -0.067
S  1.95895  -2.08958  -0.34424  -0.245
N  0.32325  -0.04314  0.21084  0.243
H  0.32693  0.88093  0.66275  0.393
C  -0.53603  -0.93170  1.03995  -0.985
C  -1.93982  -0.33962  1.12419  -0.601
N  -2.47378  -0.24173  -0.21333  0.067
C  -1.69322  0.67978  -1.00233  -0.581
C  -0.28033  0.11824  -1.14016  -0.897
H  -0.31338  -0.86895  -1.60399  0.384
H  0.35230  0.77833  -1.73614  0.376
H  -2.13555  0.76334  -1.99567  0.474
H  -1.64323  1.69421  -0.56236  0.330
C  -3.91637  -0.10225  -0.31414  -0.709
C  -4.49850  1.19799  0.23957  -1.038
H  -4.28406  1.30515  1.30023  0.296
H  -5.57660  1.18776  0.11445  0.412
H  -4.10664  2.06274  -0.29076  0.291
H  -4.17073  -0.19731  -1.37183  0.386
H  -4.35385  -0.95352  0.21136  0.392
H  -2.56766  -1.01116  1.71058  0.489
H  -1.89808  0.63472  1.64702  0.334
H  -0.57007  -1.90820  0.55471  0.409
H  -0.08574  -1.03453  2.02853  0.445
H  3.61638  -0.08469  0.35432  0.291
H  1.67704  2.15907  0.61665  0.258
H  3.09920  1.93837  1.64782  0.265

Calculated values
Frontier orbital gap = 9.09 eV
E_LUMO = -0.119 Eh
Charge = +1
Maximum force = 1.15 eV/Å